A structure of composition C43H51N7O7PSeSiTa. Source: OMol25; level of theory: ωB97M-V/def2-TZVPD.

ORCA input file:
```
! wB97M-V def2-TZVPD RIJCOSX def2/J DEFGRID3
* xyz 2 1
Ta -0.315 -0.426 0.624
O 3.839 4.378 -4.217
C 2.552 4.407 -3.846
O 1.734 4.956 -4.529
C 2.171 3.740 -2.553
C 3.056 3.164 -1.653
C 2.597 2.564 -0.487
C 1.234 2.517 -0.214
C 0.347 3.098 -1.117
C 0.810 3.708 -2.261
N 0.733 1.862 0.971
C 1.731 1.659 1.992
C 1.893 0.434 2.544
C 2.860 0.227 3.605
C 2.994 -0.966 4.208
C 2.174 -2.061 3.785
C 1.305 -1.866 2.773
N 1.121 -0.649 2.127
H 4.385 3.879 -3.601
H 4.127 3.165 -1.820
H 3.304 2.104 0.189
H -0.717 3.046 -0.942
H 0.130 4.163 -2.968
H 2.308 2.509 2.323
H 3.464 1.078 3.893
H 3.718 -1.106 4.999
H 2.256 -3.036 4.241
H 0.681 -2.668 2.408
C 1.713 -7.850 -3.845
O 0.993 -6.630 -3.957
C 1.672 -5.529 -4.333
C 0.905 -4.366 -4.466
C 1.489 -3.174 -4.829
C 2.862 -3.129 -5.079
C 3.612 -4.298 -5.010
C 3.036 -5.494 -4.612
N 3.588 -1.979 -5.505
N 3.357 -0.842 -5.083
C 2.352 -0.587 -4.087
C 1.326 0.272 -4.386
C 0.340 0.612 -3.435
C 0.455 0.097 -2.171
O -0.380 0.330 -1.141
C 1.532 -0.740 -1.829
N 1.529 -1.147 -0.530
C 2.508 -1.953 -0.153
C 3.530 -2.363 -1.016
C 3.546 -1.939 -2.320
C 2.506 -1.103 -2.773
H 0.993 -8.593 -3.516
H 2.514 -7.767 -3.107
H 2.128 -8.150 -4.809
H -0.161 -4.436 -4.299
H 0.870 -2.295 -4.947
H 4.659 -4.259 -5.280
H 3.645 -6.385 -4.560
H 1.266 0.684 -5.385
H -0.478 1.265 -3.699
H 2.517 -2.288 0.873
H 4.305 -3.008 -0.628
H 4.343 -2.232 -2.989
N -3.715 -2.343 -1.531
C -4.192 -1.503 -0.388
P -3.420 0.150 -0.668
O -3.159 0.217 -2.123
O -2.366 0.440 0.384
C -4.721 1.402 -0.248
N -4.019 2.729 -0.282
H -4.389 -3.044 -1.830
H -2.825 -2.792 -1.240
H -3.485 -1.696 -2.311
H -3.836 -1.945 0.541
H -5.280 -1.461 -0.393
H -5.131 1.269 0.752
H -5.519 1.427 -0.987
H -4.613 3.492 0.042
H -3.710 2.945 -1.234
H -3.182 2.685 0.313
C -0.725 0.610 4.623
C -1.619 -0.213 3.755
O -1.451 -0.308 2.532
C -2.727 -0.955 4.366
C -3.338 -1.974 3.626
C -4.367 -2.707 4.184
C -4.806 -2.416 5.472
C -4.206 -1.407 6.211
C -3.158 -0.684 5.667
H 0.135 0.979 4.073
H -0.390 0.016 5.473
H -1.290 1.455 5.027
H -2.952 -2.202 2.639
H -4.822 -3.519 3.632
H -5.613 -2.992 5.906
H -4.547 -1.193 7.214
H -2.685 0.090 6.255
Se -1.147 -2.610 0.353
C -0.821 5.560 0.460
Si -0.385 4.489 1.944
C 1.264 4.979 2.672
C -1.780 4.637 3.211
C -0.450 2.604 1.554
H -1.237 6.508 0.805
H -1.557 5.104 -0.208
H 0.051 5.786 -0.156
H 1.256 6.026 2.979
H 2.065 4.865 1.939
H 1.512 4.379 3.549
H -2.106 5.670 3.335
H -1.465 4.273 4.191
H -2.662 4.051 2.927
H -1.318 2.407 0.921
H -0.658 2.113 2.502
*
```

Summary:
Molar mass = 1096.9 g/mol
Lowest unoccupied orbital energy = -5.417 eV
Energy relative to the best compared isomer or geometry (same formula, charge and spin) = 25.4 kcal per mole
Orbital gap = 6.035 eV
HOMO energy = -11.5 eV

=====

A cluster of 10 separate species, C43H52FN9O4 in total in a non-equilibrium geometry. Source: OMol25; level of theory: ωB97M-V/def2-TZVPD.

ORCA input file:
```
! wB97M-V def2-TZVPD RIJCOSX def2/J DEFGRID3
* xyz 0 1
O 0.178 -2.058 7.880
C -0.086 -1.754 6.765
O 0.499 -0.711 6.084
C -0.406 -0.356 5.093
O -0.033 0.257 4.137
C -1.663 -1.120 5.253
C -3.009 -0.853 4.649
C -3.894 -0.507 5.903
C -4.931 -1.585 6.326
O -4.982 -2.778 5.588
C -1.326 -2.134 6.044
F -1.991 -3.225 6.397
H -3.399 -1.655 4.037
H -2.956 0.086 4.110
H -3.253 -0.343 6.759
H -4.428 0.427 5.765
H -4.801 -1.800 7.386
H -5.924 -1.158 6.245
H -4.118 -3.174 5.481
N -5.253 2.766 3.640
C -6.379 2.439 2.932
C -7.454 2.984 3.579
C -6.958 3.669 4.722
C -5.599 3.519 4.729
H -4.319 2.492 3.400
H -6.319 1.850 2.033
H -8.481 2.902 3.269
H -7.535 4.211 5.452
H -4.851 3.881 5.412
N -1.058 1.290 1.471
C -2.305 1.390 0.932
C -2.196 1.920 -0.327
C -0.812 2.156 -0.552
C -0.138 1.756 0.576
H -0.860 0.922 2.387
H -3.164 1.065 1.498
H -3.008 2.121 -1.005
H -0.365 2.572 -1.439
H 0.912 1.763 0.815
N 3.039 -0.321 -0.005
C 4.284 -0.876 0.080
C 4.867 -0.790 -1.157
C 3.934 -0.154 -2.023
C 2.819 0.124 -1.280
H 2.385 -0.250 0.752
H 4.649 -1.281 1.008
H 5.854 -1.137 -1.415
H 4.071 0.073 -3.067
H 1.889 0.600 -1.545
N 5.978 -3.934 -1.594
C 6.715 -4.238 -0.483
C 7.510 -5.311 -0.785
C 7.243 -5.667 -2.135
C 6.296 -4.797 -2.605
H 5.307 -3.189 -1.654
H 6.611 -3.668 0.424
H 8.205 -5.788 -0.115
H 7.696 -6.467 -2.695
H 5.823 -4.720 -3.569
N -0.447 0.029 -3.315
C -1.699 0.127 -3.852
C -1.580 0.663 -5.107
C -0.197 0.896 -5.337
C 0.476 0.493 -4.212
H -0.237 -0.325 -2.400
H -2.565 -0.191 -3.297
H -2.391 0.866 -5.784
H 0.250 1.315 -6.223
H 1.527 0.497 -3.975
N -3.804 -2.705 1.163
C -5.075 -2.866 1.650
C -5.464 -4.151 1.386
C -4.387 -4.791 0.715
C -3.378 -3.875 0.594
H -3.267 -1.859 1.210
H -5.587 -2.056 2.141
H -6.414 -4.585 1.646
H -4.358 -5.808 0.363
H -2.399 -3.954 0.154
N 1.364 4.061 5.849
C 2.626 4.471 6.180
C 3.466 3.401 6.034
C 2.679 2.301 5.595
C 1.388 2.740 5.488
H 0.547 4.640 5.868
H 2.817 5.484 6.489
H 4.526 3.404 6.220
H 3.023 1.303 5.384
H 0.493 2.235 5.192
N 2.344 3.030 -7.797
C 2.222 3.416 -9.103
C 1.826 4.727 -9.117
C 1.708 5.148 -7.765
C 2.035 4.079 -6.975
H 2.617 2.113 -7.490
H 2.425 2.728 -9.905
H 1.643 5.318 -9.998
H 1.416 6.123 -7.414
H 2.074 3.974 -5.905
N 2.182 -1.307 -6.532
C 3.431 -1.858 -6.447
C 4.017 -1.769 -7.682
C 3.083 -1.136 -8.547
C 1.962 -0.865 -7.806
H 1.524 -1.235 -5.776
H 3.794 -2.263 -5.519
H 5.004 -2.117 -7.937
H 3.219 -0.908 -9.590
H 1.031 -0.396 -8.074
*
```

Summary:
Molar mass = 777.9 g/mol
Lowest unoccupied orbital energy = -1.690 eV
SMILES string = O=C1OC(=O)C(CCCO)=C1F.c1cc[nH]c1.c1cc[nH]c1.c1cc[nH]c1.c1cc[nH]c1.c1cc[nH]c1.c1cc[nH]c1.c1cc[nH]c1.c1cc[nH]c1.c1cc[nH]c1
Orbital gap = 6.459 eV
HOMO energy = -8.1 eV

=====

A structure of composition C43H53N7O2Sr. Source: OMol25; level of theory: ωB97M-V/def2-TZVPD.

ORCA input file:
```
! wB97M-V def2-TZVPD RIJCOSX def2/J DEFGRID3
* xyz 0 1
Sr 0.091 -0.082 0.433
C -2.051 -4.155 -0.298
C -1.165 -5.087 -0.832
C 0.166 -4.761 -0.930
C 0.613 -3.499 -0.501
N -0.250 -2.600 -0.010
C -1.544 -2.935 0.088
N 1.978 -3.303 -0.621
C 2.691 -2.261 -0.355
N 2.380 -1.008 0.143
C 3.553 -0.279 0.211
N 3.814 0.925 0.591
C 2.968 1.959 0.958
C 3.618 3.073 1.520
C 2.905 4.216 1.793
C 1.548 4.253 1.485
C 0.972 3.115 0.964
N 1.649 1.980 0.725
C 4.687 -1.125 -0.246
C 6.041 -0.865 -0.352
C 6.848 -1.890 -0.831
C 6.308 -3.126 -1.190
C 4.945 -3.372 -1.079
C 4.155 -2.345 -0.599
H -3.104 -4.371 -0.189
H -1.518 -6.056 -1.164
H 0.899 -5.448 -1.327
H -2.203 -2.177 0.503
H 4.680 2.999 1.702
H 3.399 5.078 2.224
H 0.943 5.132 1.657
H -0.088 3.102 0.733
H 6.443 0.098 -0.069
H 7.915 -1.731 -0.928
H 6.965 -3.902 -1.560
H 4.508 -4.323 -1.353
C -5.839 0.594 -1.326
C -4.806 -0.495 -1.027
C -5.513 -1.785 -0.603
C -3.879 -0.722 -2.212
C -4.395 -1.343 -3.346
C -3.596 -1.634 -4.436
C -2.256 -1.291 -4.405
C -1.701 -0.645 -3.307
C -0.235 -0.265 -3.339
C 0.664 -1.502 -3.308
C 0.084 0.605 -4.555
C -2.521 -0.357 -2.206
N -1.950 0.204 -1.032
C -2.471 1.299 -0.573
C -2.245 1.860 0.716
C -2.876 3.014 1.204
C -2.512 3.121 2.541
C -1.690 2.013 2.818
N -1.511 1.256 1.725
C -1.087 1.614 4.149
C 0.440 1.525 4.048
C -1.452 2.632 5.228
C -1.640 0.240 4.547
H -6.504 0.739 -0.472
H -6.451 0.316 -2.187
H -5.365 1.550 -1.553
H -4.210 -0.164 -0.175
H -6.228 -2.118 -1.357
H -6.064 -1.625 0.326
H -4.798 -2.592 -0.446
H -5.443 -1.617 -3.368
H -4.014 -2.127 -5.304
H -1.627 -1.521 -5.257
H -0.017 0.341 -2.458
H 0.535 -2.097 -4.215
H 0.433 -2.147 -2.457
H 1.716 -1.213 -3.243
H -0.083 0.054 -5.482
H 1.126 0.919 -4.526
H -0.541 1.500 -4.575
H -3.191 1.849 -1.186
H -3.532 3.663 0.642
H -2.824 3.882 3.238
H 0.872 2.472 3.722
H 0.747 0.745 3.347
H 0.864 1.275 5.025
H -1.059 3.622 4.987
H -1.029 2.326 6.188
H -2.534 2.714 5.347
H -1.420 -0.497 3.773
H -2.723 0.282 4.678
H -1.191 -0.095 5.487
C 2.221 -2.043 4.582
C 0.969 -2.446 3.832
O 0.834 -1.742 2.600
H 2.294 -2.593 5.522
H 2.212 -0.975 4.802
H 3.115 -2.264 3.994
H 0.076 -2.208 4.409
H 0.963 -3.524 3.639
H 1.629 -1.879 2.065
C 2.192 4.227 -3.727
C 1.557 3.828 -2.410
O 1.599 2.422 -2.185
H 2.110 5.305 -3.882
H 1.705 3.719 -4.559
H 3.254 3.968 -3.740
H 0.499 4.093 -2.395
H 2.035 4.355 -1.577
H 2.518 2.156 -2.068
*
```

Summary:
Molar mass = 787.6 g/mol
Lowest unoccupied orbital energy = -0.407 eV
Energy relative to the best compared isomer or geometry (same formula, charge and spin) = 0.0 kcal per mole
Orbital gap = 6.918 eV
HOMO energy = -7.3 eV

=====

A structure of composition C43H54FeN6O4PTe. Source: OMol25; level of theory: ωB97M-V/def2-TZVPD.

ORCA input file:
```
! wB97M-V def2-TZVPD RIJCOSX def2/J DEFGRID3
* xyz 2 6
Fe -1.069 0.469 -0.652
C -3.203 -4.389 4.119
C -2.670 -3.243 3.305
C -2.339 -2.017 3.907
C -1.853 -0.964 3.172
C -1.562 0.375 3.797
O -2.446 1.192 3.906
C -0.163 0.663 4.219
C 0.125 1.878 4.837
C 1.429 2.185 5.184
C 2.452 1.281 4.915
C 2.168 0.063 4.312
C 0.860 -0.248 3.967
C -1.684 -1.068 1.778
O -1.202 -0.038 1.147
C -1.992 -2.299 1.147
C -2.488 -3.356 1.943
C -1.871 -2.495 -0.285
N -1.617 -1.524 -1.112
C -1.458 -1.790 -2.535
C -2.286 -0.801 -3.359
Te -4.371 -1.044 -2.941
C -4.533 -0.020 -1.137
C -4.330 1.357 -1.131
C -4.473 2.044 0.066
C -4.808 1.362 1.225
C -5.029 -0.009 1.198
C -4.908 -0.713 0.011
C -2.029 -3.900 -0.784
C -0.982 -4.800 -0.617
C -1.100 -6.102 -1.081
C -2.270 -6.522 -1.697
C -3.328 -5.636 -1.848
C -3.202 -4.333 -1.392
H -3.151 -4.171 5.183
H -2.634 -5.298 3.934
H -4.244 -4.598 3.874
H -2.469 -1.898 4.977
H -0.686 2.564 5.039
H 1.652 3.120 5.678
H 3.469 1.520 5.190
H 2.961 -0.649 4.130
H 0.631 -1.201 3.509
H -2.743 -4.295 1.467
H -1.729 -2.808 -2.818
H -0.405 -1.644 -2.803
H -2.179 -0.979 -4.428
H -2.054 0.250 -3.160
H -4.076 1.884 -2.042
H -4.321 3.114 0.096
H -4.890 1.894 2.160
H -5.290 -0.533 2.107
H -5.080 -1.780 0.001
H -0.073 -4.480 -0.122
H -0.279 -6.794 -0.951
H -2.362 -7.539 -2.048
H -4.250 -5.964 -2.306
H -4.051 -3.661 -1.474
C 1.085 4.775 -2.778
N 0.534 3.563 -2.197
C -0.763 3.343 -1.993
N -1.641 4.309 -2.321
O -1.178 2.268 -1.494
H 2.160 4.650 -2.864
H 0.897 5.643 -2.142
H 0.686 4.960 -3.777
H 1.170 2.805 -1.975
H -1.353 5.196 -2.695
H -2.611 4.172 -2.101
O 0.895 0.213 -1.068
P 2.262 0.834 -0.949
N 2.701 1.368 -2.465
C 2.017 0.853 -3.664
C 2.639 1.668 -4.797
C 4.056 2.017 -4.303
C 4.115 1.531 -2.849
N 3.442 -0.186 -0.435
C 3.622 -0.482 0.995
C 2.930 -1.835 1.209
C 2.919 -2.502 -0.181
C 3.579 -1.480 -1.121
N 2.254 2.114 0.063
C 1.249 2.364 1.113
C 1.496 3.823 1.471
C 3.015 3.939 1.375
C 3.375 3.066 0.169
H 0.939 0.988 -3.575
H 2.218 -0.216 -3.805
H 2.059 2.574 -4.970
H 2.651 1.105 -5.729
H 4.235 3.088 -4.363
H 4.825 1.532 -4.901
H 4.617 2.234 -2.187
H 4.639 0.573 -2.774
H 3.206 0.313 1.611
H 4.693 -0.548 1.198
H 1.911 -1.679 1.566
H 3.455 -2.437 1.948
H 1.895 -2.698 -0.501
H 3.460 -3.446 -0.191
H 3.109 -1.448 -2.104
H 4.640 -1.694 -1.260
H 1.410 1.720 1.984
H 0.235 2.183 0.748
H 1.115 4.065 2.461
H 1.014 4.479 0.743
H 3.475 3.540 2.280
H 3.360 4.963 1.246
H 4.325 2.546 0.309
H 3.448 3.663 -0.744
*
```

Summary:
Molar mass = 933.4 g/mol
Expectation value of S² = 8.77
Lowest unoccupied orbital energy (spin up / spin down) = -5.121 / -8.680 eV
Orbital gap (spin up / spin down) = 7.102 / 3.588 eV
HOMO energy (spin up / spin down) = -12.2 / -12.3 eV